{"formula": "C4H12N2O2", "method": "ωB97M-V/def2-TZVPD", "species": ["C", "N", "N", "O", "H", "H", "H", "H", "H", "H", "C", "C", "C", "O", "H", "H", "H", "H", "H", "H"], "positions_angstrom": [[-0.349, 2.103, -0.466], [-1.163, 1.305, 0.393], [-2.449, 1.590, 0.333], [-1.000, -0.393, -0.140], [-1.093, -0.378, -1.107], [-2.875, 1.722, -0.589], [-3.011, 1.030, 0.962], [-0.835, 2.374, -1.412], [-0.047, 2.982, 0.100], [0.565, 1.495, -0.700], [0.987, -2.332, -0.567], [1.390, -0.659, 1.309], [1.144, -0.882, -0.168], [1.566, -0.056, -0.997], [1.835, -2.920, -0.209], [0.916, -2.429, -1.650], [0.075, -2.728, -0.115], [0.551, -1.047, 1.888], [2.301, -1.182, 1.609], [1.490, 0.403, 1.526]], "forces_ev_per_a": [[1.224, -0.691, -0.942], [-0.322, -2.009, 0.498], [-0.333, 0.041, -0.189], [-0.647, 1.700, 0.292], [0.021, 0.194, 0.084], [0.210, -0.062, 0.130], [0.149, 0.118, -0.045], [-0.113, 0.124, 0.077], [-0.161, 0.134, -0.033], [-0.756, 0.790, 0.238], [-0.881, 0.079, -0.095], [-0.845, 0.246, 0.089], [2.786, 0.416, -0.859], [-0.641, -1.082, 0.795], [0.013, 0.164, 0.041], [0.056, 0.072, 0.029], [0.086, -0.150, 0.024], [0.105, -0.075, 0.066], [-0.024, 0.014, -0.135], [0.074, -0.023, -0.066]], "mulliken_charge": [-0.773, 0.106, -0.446, -0.601, 0.297, 0.246, 0.262, 0.390, 0.283, 0.306, -1.308, -1.295, 1.258, -0.735, 0.386, 0.292, 0.319, 0.296, 0.439, 0.278], "mol_weight_g_mol": 120.15, "e_homo_ev": -8.9, "max_force_ha_per_bohr": 0.0573, "orbital_gap_ev": 9.83}